# 1
C10H31BNO3PS3 | ωB97M-V with the def2-TZVPD basis set

Each line ends with the Löwdin charge.
Geometry (Å):
C: -3.052 -2.505 -1.196  -0.10
C: -2.513 -1.082 -1.015  -0.27
C: -1.015 -1.030 -0.746  -0.26
C: -0.476 0.404 -0.664  -0.22
B: 1.047 0.572 -0.463  -0.24
P: 2.199 -0.839 0.112  0.67
N: 2.919 -1.333 -1.219  -0.31
H: -2.239 -3.234 -1.184  0.07
H: -3.581 -2.628 -2.137  0.06
H: -3.734 -2.776 -0.393  0.06
H: -2.730 -0.481 -1.901  0.10
H: -3.024 -0.604 -0.178  0.09
H: -0.489 -1.581 -1.528  0.11
H: -0.822 -1.541 0.201  0.10
H: -0.801 0.974 -1.538  0.10
H: -0.930 0.875 0.220  0.09
H: 1.582 1.597 -0.751  0.03
H: 1.503 -1.814 0.834  -0.04
H: 3.075 -0.324 1.091  -0.03
H: 2.746 -2.319 -1.369  -0.05
C: -0.184 -4.381 3.498  -0.27
S: 1.496 -4.559 2.888  0.80
O: 1.472 -4.122 1.467  -0.57
C: 1.506 -6.353 2.863  -0.27
H: -0.405 -3.317 3.536  0.05
H: -0.868 -4.878 2.811  0.06
H: -0.254 -4.808 4.498  0.05
H: 0.697 -6.705 2.224  0.06
H: 1.395 -6.730 3.880  0.05
H: 2.465 -6.665 2.456  0.05
C: -3.942 3.171 -0.782  -0.26
S: -3.212 2.598 0.753  0.79
O: -4.005 1.422 1.194  -0.55
C: -3.751 3.987 1.757  -0.27
H: -3.756 2.405 -1.532  0.05
H: -5.014 3.305 -0.641  0.06
H: -3.465 4.104 -1.082  0.06
H: -4.838 4.059 1.715  0.06
H: -3.283 4.900 1.389  0.05
H: -3.430 3.793 2.778  0.05
C: 4.331 5.086 -2.707  -0.28
S: 3.287 3.624 -2.675  0.79
O: 2.162 3.941 -1.758  -0.56
C: 4.428 2.577 -1.767  -0.27
H: 3.766 5.876 -3.196  0.05
H: 4.572 5.376 -1.685  0.06
H: 5.237 4.873 -3.275  0.05
H: 4.654 3.042 -0.808  0.06
H: 5.333 2.435 -2.357  0.06
H: 3.939 1.615 -1.618  0.03

Cartesian forces (eV/Å) of the 6 atoms listed first:
0.1 -0.1 0.1
0.0 0.0 0.1
-0.1 0.1 0.0
0.0 -0.6 -0.2
0.1 0.3 0.0
0.2 0.0 -0.2

## Properties
HOMO in eV: -7.823
Frontier orbital gap in eV: 8.2
Largest force on an atom in eV/A: 0.65

# 2
C5H8FNO | ωB97M-V with the def2-TZVPD basis set

Each line ends with the Löwdin charge.
Geometry (Å):
C: -1.575 -1.342 0.320  0.01
C: -0.951 -0.640 -0.616  -0.11
C: 0.460 -0.032 -0.647  -0.53
C: 1.548 -0.579 0.278  0.01
F: 0.862 -0.237 -1.929  0.05
C: 0.283 1.407 -0.449  -0.37
N: -0.322 1.678 0.790  0.11
O: 0.434 2.429 -1.347  -0.05
H: -0.813 -1.655 1.148  0.09
H: -2.527 -1.859 0.211  0.06
H: -1.471 -0.451 -1.589  0.14
H: 1.476 -0.214 1.355  0.11
H: 2.431 -0.306 -0.150  0.05
H: 1.542 -1.726 0.325  0.12
H: -0.701 0.869 1.545  0.20
H: -0.678 2.659 0.754  0.12

Cartesian forces (eV/Å) of the 6 atoms listed first:
3.1 -1.0 1.2
-1.1 -0.1 -1.3
-0.4 -1.5 0.1
-2.7 -2.3 2.5
0.7 -0.4 -1.0
-1.6 7.0 -1.7

## Properties
HOMO in eV: -9.887
ΔE to the lowest compared entry with this formula, charge and spin in kJ/mol: 281.0
Frontier orbital gap in eV: 10.3
Largest force on an atom in eV/A: 7.87

# 3
C34H58AsIN5ReS3Si3 | ωB97M-V with the def2-TZVPD basis set

Each line ends with the Mulliken spin population.
Geometry (Å):
Re: 0.617 0.565 0.504  0.94
C: 4.708 -2.051 2.586  0.00
Si: 3.014 -1.854 1.743  0.00
C: 3.212 -2.577 -0.024  0.00
C: 1.846 -3.074 2.645  0.00
C: 2.425 0.086 1.626  0.01
Si: 2.480 0.892 3.466  0.02
C: 4.286 1.004 4.047  0.01
C: 1.398 -0.212 4.579  0.00
C: 1.784 2.667 3.687  0.00
Si: 3.714 0.927 0.430  0.03
C: 3.621 2.837 0.352  0.00
C: 5.556 0.488 0.364  0.00
C: 2.931 0.244 -1.206  0.04
C: 3.643 0.148 -2.391  0.00
C: 3.063 -0.421 -3.511  0.00
C: 1.742 -0.839 -3.423  -0.01
C: 1.073 -0.695 -2.223  0.00
N: 1.656 -0.183 -1.129  -0.02
H: 5.152 -2.977 2.228  0.00
H: 4.605 -2.159 3.660  0.00
H: 5.429 -1.268 2.392  0.00
H: 3.523 -3.613 0.076  0.00
H: 3.979 -2.074 -0.602  0.00
H: 2.300 -2.575 -0.609  0.00
H: 2.468 -3.832 3.111  0.00
H: 1.180 -3.591 1.966  0.00
H: 1.242 -2.637 3.426  0.00
H: 4.794 0.051 4.103  0.00
H: 4.290 1.417 5.052  0.00
H: 4.882 1.670 3.430  0.00
H: 1.908 -1.132 4.841  0.00
H: 0.452 -0.462 4.108  0.00
H: 1.183 0.306 5.509  0.00
H: 2.235 3.079 4.586  0.00
H: 0.713 2.677 3.856  0.00
H: 2.011 3.359 2.885  0.00
H: 3.736 3.274 1.338  0.00
H: 2.704 3.219 -0.090  0.00
H: 4.443 3.214 -0.253  0.00
H: 6.043 0.742 1.299  0.00
H: 6.044 1.078 -0.408  0.00
H: 5.755 -0.556 0.151  0.00
H: 4.659 0.507 -2.415  0.00
H: 3.625 -0.535 -4.425  0.00
H: 1.237 -1.278 -4.270  0.00
H: 0.029 -0.987 -2.145  0.00
I: -4.087 2.605 3.865  0.00
C: -2.363 2.972 2.706  -0.01
C: -2.064 4.250 2.246  0.02
C: -0.905 4.414 1.505  -0.01
C: -0.127 3.309 1.207  0.04
N: -0.432 2.065 1.605  -0.07
C: -1.515 1.921 2.376  0.02
H: -2.697 5.092 2.472  0.00
H: -0.606 5.391 1.162  0.00
H: 0.787 3.434 0.641  0.01
H: -1.702 0.928 2.759  0.01
C: -4.355 -2.039 0.797  0.00
N: -3.109 -1.807 1.503  0.00
C: -3.297 -1.173 2.788  0.00
C: -1.916 -2.129 1.023  -0.01
S: -0.483 -1.269 1.721  -0.06
N: -1.699 -3.176 0.251  0.00
C: -0.487 -3.345 -0.506  0.00
C: -2.601 -4.304 0.134  0.00
H: -4.927 -1.110 0.814  0.00
H: -4.963 -2.802 1.286  0.00
H: -4.171 -2.297 -0.241  0.00
H: -4.033 -1.750 3.351  0.00
H: -3.688 -0.162 2.680  0.00
H: -2.371 -1.160 3.355  0.00
H: 0.144 -2.468 -0.397  0.00
H: -0.752 -3.475 -1.557  0.00
H: 0.049 -4.234 -0.166  0.00
H: -3.311 -4.334 0.953  0.00
H: -2.007 -5.219 0.176  0.00
H: -3.131 -4.301 -0.820  0.00
C: -2.296 0.319 -5.386  0.00
As: -3.217 -1.098 -4.416  0.00
C: -2.837 -2.761 -5.356  0.00
C: -5.132 -0.783 -4.458  0.00
S: -2.508 -1.182 -2.434  0.00
H: -2.459 0.194 -6.454  0.00
H: -1.226 0.265 -5.176  0.00
H: -2.670 1.299 -5.084  0.00
H: -3.120 -2.634 -6.398  0.00
H: -3.416 -3.578 -4.923  0.00
H: -1.775 -3.013 -5.299  0.00
H: -5.471 -0.801 -5.491  0.00
H: -5.368 0.185 -4.012  0.00
H: -5.648 -1.567 -3.898  0.00
S: -0.166 3.623 -3.301  0.00
C: 0.610 2.530 -2.235  0.01
N: -0.138 1.925 -1.360  0.03
C: -1.452 2.298 -1.494  -0.01
C: -2.532 1.809 -0.761  0.04
C: -3.787 2.314 -1.021  0.00
C: -3.982 3.306 -1.986  0.00
C: -2.928 3.788 -2.736  0.00
C: -1.667 3.262 -2.498  0.00
H: 1.674 2.377 -2.311  0.00
H: -2.377 1.031 -0.027  -0.03
H: -4.635 1.937 -0.470  0.00
H: -4.971 3.704 -2.147  0.00
H: -3.077 4.556 -3.478  0.00

Cartesian forces (eV/Å) of the 6 atoms listed first:
0.8 -2.2 1.0
-0.6 0.3 -0.2
0.1 -0.8 -0.5
-0.1 0.4 0.7
0.3 0.6 -0.3
-0.9 1.0 -0.4

## Properties
Multiplicity: 2
HOMO (spin up / spin down) in eV: -15.233 / -15.233
ΔE to the lowest compared entry with this formula, charge and spin in kJ/mol: 207.5
Frontier orbital gap (spin up / spin down) in eV: 5.1 / 5.6
Largest force on an atom in eV/A: 2.57
Total charge: +3

# 4
C3H9NO3 | ωB97M-V with the def2-TZVPD basis set

Each line ends with the Löwdin charge.
Geometry (Å):
C: 1.205 -1.077 0.130  -0.06
C: 0.054 -0.255 -0.442  -0.32
N: -1.243 -0.537 0.183  -0.03
O: -1.470 -1.996 -0.113  -0.09
C: 0.291 1.319 -0.209  -0.42
O: -0.843 2.065 -0.590  -0.01
O: 0.577 1.614 1.140  -0.01
H: 1.151 -2.115 -0.210  0.08
H: 1.194 -1.081 1.225  0.08
H: 2.169 -0.669 -0.194  0.08
H: -0.038 -0.402 -1.524  0.15
H: -1.110 -0.559 1.201  0.12
H: -2.331 -1.978 -0.573  0.09
H: 1.136 1.629 -0.833  0.15
H: -1.595 1.498 -0.328  0.08
H: 0.853 2.545 1.138  0.11

Cartesian forces (eV/Å) of the 6 atoms listed first:
0.1 -0.2 -0.2
0.4 1.8 1.1
0.1 -1.9 -0.3
-0.6 1.5 0.1
-0.5 -0.8 -0.4
0.0 -0.8 -0.2

## Properties
HOMO in eV: -10.199
ΔE to the lowest compared entry with this formula, charge and spin in kJ/mol: 265.4
Frontier orbital gap in eV: 11.0
Largest force on an atom in eV/A: 2.14

# 5
C19H31N3O4 | ωB97M-V with the def2-TZVPD basis set

Each line ends with the Löwdin charge.
Geometry (Å):
C: -3.154 -7.731 0.511  0.04
C: -2.168 -7.734 1.403  -0.39
C: -0.788 -8.228 1.082  -0.05
C: -2.362 -7.200 2.796  -0.07
C: -1.740 -5.824 3.040  -0.48
O: -1.377 -5.478 4.149  0.06
N: -1.663 -5.039 1.938  0.11
C: -1.158 -3.674 1.974  -0.23
C: -0.013 -3.455 0.976  -0.06
C: -0.502 -3.102 -0.429  -0.24
C: -1.512 -4.101 -1.016  -0.10
C: -2.891 -3.589 -0.526  -0.09
C: -2.562 -2.333 0.297  -0.23
C: -2.264 -2.618 1.781  -0.26
C: -3.527 -2.939 2.567  -0.04
N: -1.326 -1.886 -0.368  0.03
C: -0.719 -0.663 -0.287  -0.38
O: 0.482 -0.547 -0.445  0.09
C: -1.612 0.598 -0.177  -0.42
C: -2.047 0.823 1.278  -0.01
C: -0.796 1.801 -0.649  -0.02
N: -2.768 0.380 -1.056  0.14
C: -3.781 1.272 -1.197  -0.57
O: -3.969 2.259 -0.524  0.09
O: -4.596 0.884 -2.207  -0.04
C: -5.713 1.750 -2.428  -0.05
H: -4.147 -7.381 0.771  0.07
H: -3.005 -8.097 -0.497  0.07
H: -0.531 -9.076 1.722  0.09
H: -0.702 -8.539 0.042  0.08
H: -0.045 -7.450 1.279  0.08
H: -3.425 -7.107 3.031  0.13
H: -1.922 -7.864 3.541  0.13
H: -2.033 -5.426 1.086  0.09
H: -0.771 -3.566 2.987  0.15
H: 0.610 -2.626 1.319  0.12
H: 0.618 -4.346 0.946  0.13
H: 0.348 -2.928 -1.084  0.15
H: -1.466 -4.067 -2.103  0.11
H: -1.290 -5.128 -0.723  0.10
H: -3.514 -3.313 -1.377  0.11
H: -3.457 -4.321 0.050  0.10
H: -3.341 -1.579 0.219  0.14
H: -1.845 -1.692 2.184  0.13
H: -4.047 -3.807 2.159  0.08
H: -3.287 -3.161 3.608  0.09
H: -4.218 -2.094 2.547  0.08
H: -1.181 0.731 1.935  0.10
H: -2.461 1.823 1.381  0.08
H: -2.809 0.111 1.591  0.07
H: 0.056 1.961 0.008  0.09
H: -0.418 1.638 -1.657  0.09
H: -1.437 2.682 -0.633  0.08
H: -2.679 -0.309 -1.785  0.15
H: -6.258 1.316 -3.261  0.09
H: -6.343 1.796 -1.541  0.09
H: -5.375 2.755 -2.675  0.09

Cartesian forces (eV/Å) of the 6 atoms listed first:
0.0 0.0 0.0
0.0 0.0 0.0
0.0 0.0 0.0
0.0 0.0 0.0
0.0 0.0 0.0
0.0 0.0 0.0

## Properties
HOMO in eV: -9.391
ΔE to the lowest compared entry with this formula, charge and spin in kJ/mol: 9.6
Frontier orbital gap in eV: 9.9
Largest force on an atom in eV/A: 0.49

# 6
C9H16N3O3S2 | ωB97M-V with the def2-TZVPD basis set

Each line ends with the Löwdin charge.
Geometry (Å):
C: -0.191 3.307 -0.236  -0.07
N: -0.475 1.898 -0.514  -0.03
C: -1.199 1.516 -1.567  -0.39
O: -1.882 2.362 -2.198  -0.02
C: -1.354 -0.087 -1.787  -0.19
C: -2.824 -0.430 -2.033  -0.56
S: -3.319 -2.151 -2.363  0.67
N: -0.977 -0.816 -0.556  0.05
C: -0.156 -1.839 -0.262  -0.43
O: -0.159 -2.836 -0.990  0.01
C: 0.585 -1.776 1.145  -0.22
C: -0.412 -1.386 2.241  -0.51
S: -0.702 0.454 2.107  0.45
N: 1.721 -0.761 1.295  0.06
C: 2.808 -0.651 0.511  -0.55
C: 3.801 0.362 0.989  -0.01
O: 3.213 -1.442 -0.342  0.02
H: -0.339 3.482 0.862  0.09
H: 0.826 3.577 -0.512  0.07
H: -0.862 3.918 -0.829  0.07
H: -0.194 1.279 0.281  -0.02
H: -0.873 -0.485 -2.630  0.12
H: -3.371 0.205 -2.686  0.05
H: -3.450 -0.029 -1.238  0.08
H: -2.714 -2.714 -1.220  -0.11
H: -0.989 -0.371 0.360  -0.05
H: 1.068 -2.708 1.390  0.13
H: -1.335 -1.952 2.221  0.08
H: -0.004 -1.482 3.129  -0.02
H: 1.481 -0.067 1.998  0.04
H: 4.779 -0.081 0.874  0.08
H: 3.864 0.395 2.019  0.05
H: 3.636 1.307 0.544  0.07

Cartesian forces (eV/Å) of the 6 atoms listed first:
-0.7 -0.4 0.6
1.4 0.2 0.4
-2.0 0.4 -0.1
1.3 -2.0 -0.1
-1.5 0.2 2.1
-1.4 0.7 1.1

## Properties
HOMO in eV: -4.565
ΔE to the lowest compared entry with this formula, charge and spin in kJ/mol: 205.0
Frontier orbital gap in eV: 7.6
Largest force on an atom in eV/A: 4.92
Total charge: -1

Which E_tot belongs to each record? In order, -2240.67936, -425.09808, -6278.10492, -400.12039, -1207.88902, -1538.94332 a.u..